{
  "formula": "C2H10N4O",
  "method": "ωB97M-V/def2-TZVPD",
  "elements": ["C", "C", "N", "N", "N", "N", "O", "H", "H", "H", "H", "H", "H", "H", "H", "H", "H"],
  "positions_angstrom": [[-1.271, -0.431, 0.184], [2.146, -0.923, 0.443], [-1.579, -0.752, -1.044], [-2.109, 0.168, 0.982], [0.040, -0.523, 0.628], [0.642, 1.592, -0.447], [0.908, -1.177, -0.057], [2.478, -1.876, 0.938], [2.173, 0.000, 0.968], [2.874, -0.911, -0.421], [-2.590, -0.628, -1.278], [-0.934, -1.028, -1.757], [-3.114, 0.264, 0.833], [-1.782, 0.472, 1.808], [0.928, 1.430, -1.391], [1.283, 2.018, 0.179], [-0.093, 2.304, -0.567]],
  "mulliken_charge": [0.82, -0.49, -0.30, -0.29, -0.07, -0.61, 0.05, 0.33, 0.38, 0.30, 0.26, 0.24, 0.24, 0.23, 0.30, 0.29, 0.31],
  "homo_ev": [-19.712, -20.335],
  "homo_lumo_gap_ev": [7.14, 7.99],
  "total_charge": 2,
  "mol_weight_da": 106.13,
  "e_lumo_ev": [-12.58, -12.35],
  "e_above_lowest_kj_mol": 255.4
}